(1)
A molecular structure, C39H60N2O5SbSeTi at a distorted geometry. Source: the Open Molecules 2025 dataset; level of theory: ωB97M-V with the def2-TZVPD basis set.

Output
energy relative to the best compared isomer or geometry (same formula, charge and spin): 16.64 kcal/mol
E_LUMO: -3.790 eV
spin multiplicity: 1
E_tot: -5498.9353 hartree
net charge: +1
HOMO level: -11.28 eV
frontier orbital gap: 7.49 eV

Cartesian coordinates (Å):
Ti: 0.024 1.172 -1.273
C: 4.121 -3.288 3.126
C: 4.158 -1.779 3.422
C: 5.616 -1.326 3.585
C: 3.419 -1.517 4.734
C: 3.507 -1.049 2.250
C: 2.275 -0.423 2.352
C: 1.714 0.150 1.223
Se: 0.125 1.243 1.345
C: -1.397 0.049 1.297
C: -1.785 -0.730 2.367
C: -2.989 -1.426 2.300
C: -3.775 -1.247 1.162
C: -3.420 -0.455 0.068
C: -2.190 0.182 0.156
O: -1.660 0.939 -0.858
C: -4.362 -0.237 -1.130
C: -5.626 -1.091 -1.013
C: -3.689 -0.588 -2.468
C: -4.782 1.244 -1.154
C: -3.446 -2.300 3.473
C: -3.883 -1.385 4.627
C: -4.621 -3.199 3.080
C: -2.292 -3.197 3.945
C: 2.358 0.136 -0.008
O: 1.677 0.681 -1.066
C: 3.630 -0.425 -0.137
C: 4.153 -1.008 1.010
C: 4.431 -0.327 -1.449
C: 4.689 1.160 -1.749
C: 5.788 -1.025 -1.333
C: 3.689 -0.972 -2.632
H: 4.601 -3.843 3.937
H: 4.647 -3.523 2.196
H: 3.090 -3.641 3.033
H: 6.040 -1.769 4.489
H: 5.684 -0.239 3.674
H: 6.241 -1.642 2.746
H: 3.935 -2.033 5.545
H: 2.394 -1.899 4.707
H: 3.392 -0.451 4.978
H: 1.751 -0.359 3.296
H: -1.152 -0.784 3.246
H: -4.724 -1.760 1.119
H: -5.397 -2.160 -0.983
H: -6.254 -0.912 -1.888
H: -6.216 -0.835 -0.129
H: -3.392 -1.637 -2.499
H: -2.821 0.033 -2.673
H: -4.404 -0.430 -3.279
H: -5.244 1.531 -0.206
H: -5.509 1.413 -1.953
H: -3.925 1.897 -1.333
H: -4.714 -0.743 4.321
H: -3.061 -0.741 4.955
H: -4.208 -1.982 5.484
H: -5.527 -2.623 2.876
H: -4.848 -3.880 3.903
H: -4.387 -3.805 2.198
H: -1.466 -2.621 4.370
H: -1.900 -3.804 3.121
H: -2.648 -3.875 4.723
H: 5.130 -1.465 0.939
H: 5.251 1.623 -0.933
H: 3.761 1.714 -1.879
H: 5.275 1.258 -2.667
H: 6.424 -0.563 -0.572
H: 6.310 -0.946 -2.289
H: 5.681 -2.089 -1.103
H: 2.718 -0.517 -2.818
H: 3.551 -2.044 -2.475
H: 4.288 -0.851 -3.538
C: -2.472 4.520 -0.671
C: -2.191 4.941 -2.109
C: -0.742 4.747 -2.657
C: -0.754 4.945 -4.178
C: 0.631 4.884 -4.823
C: 0.115 5.809 -1.979
O: 0.110 6.955 -2.342
N: 0.840 5.415 -0.861
C: 0.969 4.129 -0.378
O: 1.520 3.887 0.663
N: 0.460 3.131 -1.219
C: -0.259 3.373 -2.316
O: -0.529 2.317 -2.967
H: -3.503 4.772 -0.422
H: -1.833 5.040 0.048
H: -2.361 3.447 -0.523
H: -2.393 6.006 -2.221
H: -2.857 4.413 -2.794
H: -1.221 5.908 -4.377
H: -1.396 4.170 -4.596
H: 1.264 5.702 -4.478
H: 0.550 4.965 -5.907
H: 1.135 3.937 -4.607
H: 1.316 6.141 -0.349
C: 0.094 -2.839 -3.381
Sb: -0.107 -1.943 -1.449
C: -1.588 -3.301 -0.725
C: 1.435 -3.052 -0.469
H: 0.519 -3.836 -3.252
H: 0.739 -2.247 -4.030
H: -0.894 -2.921 -3.838
H: -1.287 -4.294 -1.061
H: -2.586 -3.072 -1.088
H: -1.589 -3.261 0.365
H: 1.211 -4.107 -0.631
H: 1.415 -2.826 0.599
H: 2.419 -2.817 -0.860

Mulliken atomic charge list, values in e, 2 entries: -1.28 -1.56

---

(2)
3 unconnected molecules or ions with the total composition C12H21N3 at a distorted geometry. Source: the Open Molecules 2025 dataset; level of theory: ωB97M-V with the def2-TZVPD basis set.

Output
energy relative to the best compared isomer or geometry (same formula, charge and spin): 30.91 kcal/mol
E_LUMO: 0.530 eV
spin multiplicity: 1
E_tot: -634.0383 hartree
HOMO level: -11.25 eV
frontier orbital gap: 11.78 eV
SMILES: CCCC#N.CCCC#N.CCCC#N

Cartesian coordinates (Å):
C: 0.806 -1.140 -5.292
C: 0.764 -1.949 -4.044
C: -0.236 -3.163 -3.911
C: -1.653 -2.801 -4.326
N: -2.726 -2.501 -4.653
H: 0.087 -0.334 -5.438
H: 0.912 -1.710 -6.215
H: 1.662 -0.470 -5.217
H: 0.601 -1.206 -3.263
H: 1.713 -2.470 -3.908
H: -0.198 -3.591 -2.909
H: 0.134 -3.862 -4.661
C: 2.867 1.020 5.285
C: 2.495 0.665 3.822
C: 3.470 1.449 2.825
C: 2.746 2.046 1.671
N: 2.128 2.503 0.809
H: 2.685 2.044 5.609
H: 3.877 0.672 5.500
H: 2.197 0.391 5.871
H: 1.460 0.976 3.684
H: 2.402 -0.378 3.518
H: 4.152 0.707 2.411
H: 4.045 2.131 3.451
C: -2.770 -0.509 1.142
C: -2.950 0.586 0.016
C: -3.542 1.961 0.508
C: -2.805 2.653 1.601
N: -2.222 3.191 2.462
H: -3.696 -1.046 1.348
H: -2.483 -0.132 2.124
H: -2.027 -1.258 0.868
H: -3.707 0.200 -0.667
H: -2.054 0.882 -0.530
H: -4.559 1.841 0.883
H: -3.575 2.602 -0.373

Mulliken atomic charge list, values in e, 2 entries: -1.17 -0.30

---

(3)
A gas-phase ion, C3H6NO2 (charge +1) at a distorted geometry. Source: the Open Molecules 2025 dataset; level of theory: ωB97M-V with the def2-TZVPD basis set.

Output
energy relative to the best compared isomer or geometry (same formula, charge and spin): 114.26 kcal/mol
E_LUMO: -4.980 eV
spin multiplicity: 1
E_tot: -322.6968 hartree
net charge: +1
HOMO level: -16.03 eV
frontier orbital gap: 11.05 eV
SMILES: C[C@@H](O)C#[N+]O

Cartesian coordinates (Å):
C: 0.843 -0.746 -0.210
C: 0.207 0.606 0.325
O: 1.102 1.791 -0.006
C: -1.176 0.441 0.218
N: -2.304 0.326 -0.052
O: -3.519 0.106 -0.118
H: 0.046 -1.496 -0.405
H: 1.425 -1.126 0.546
H: 1.417 -0.532 -1.091
H: 0.392 0.395 1.330
H: 1.207 1.709 -0.999
H: -4.085 0.246 0.721

Mulliken atomic charge list, values in e, 2 entries: -1.11 0.24

---

(4)
A single C4H2 molecule at a distorted geometry. Source: the Open Molecules 2025 dataset; level of theory: ωB97M-V with the def2-TZVPD basis set.

Output
energy relative to the best compared isomer or geometry (same formula, charge and spin): 73.16 kcal/mol
E_LUMO: 0.615 eV
spin multiplicity: 1
E_tot: -153.3645 hartree
HOMO level: -8.83 eV
frontier orbital gap: 9.44 eV

Cartesian coordinates (Å):
C: -2.546 0.239 0.003
C: -1.573 -0.554 -0.002
C: -0.455 0.504 -0.004
C: -0.106 -0.749 -0.003
H: -0.250 1.545 -0.008
H: 0.643 -1.498 0.009

Mulliken atomic charge list, values in e, 2 entries: -0.45 0.20

---

(5)
A single C10H12OS2 molecule at a distorted geometry. Source: the Open Molecules 2025 dataset; level of theory: ωB97M-V with the def2-TZVPD basis set.

Output
energy relative to the best compared isomer or geometry (same formula, charge and spin): 0.00 kcal/mol
E_LUMO: 0.624 eV
spin multiplicity: 1
E_tot: -1259.8257 hartree
HOMO level: -8.59 eV
frontier orbital gap: 9.21 eV

Cartesian coordinates (Å):
O: -0.475 -2.654 -0.971
S: 0.523 0.454 -0.734
C: -3.645 0.306 2.276
C: -3.548 -0.097 0.951
C: -2.529 0.323 3.137
C: -2.310 -0.472 0.485
C: -1.291 -0.001 2.594
C: -1.157 -0.399 1.257
S: 0.363 -2.468 0.264
C: 0.201 -0.676 0.663
C: 1.724 -0.450 -1.793
C: 2.085 -2.587 -0.369
C: 2.714 -1.267 -0.980
H: -4.626 0.637 2.665
H: -4.464 -0.116 0.367
H: -2.605 0.677 4.168
H: -2.241 -0.805 -0.527
H: -0.427 0.132 3.234
H: 0.884 -0.426 1.492
H: 2.254 0.203 -2.451
H: 1.191 -1.175 -2.432
H: 2.703 -2.922 0.459
H: 2.085 -3.378 -1.113
H: 3.130 -0.594 -0.179
H: 3.542 -1.556 -1.643

Mulliken atomic charge list, values in e, 2 entries: -0.61 -0.13

---

(6)
8 unconnected molecules or ions with the total composition C56H122N10O8 at a distorted geometry. Source: the Open Molecules 2025 dataset; level of theory: ωB97M-V with the def2-TZVPD basis set.

Output
energy relative to the best compared isomer or geometry (same formula, charge and spin): 58.35 kcal/mol
E_LUMO: 0.508 eV
spin multiplicity: 1
E_tot: -3356.1378 hartree
HOMO level: -8.28 eV
frontier orbital gap: 8.79 eV
SMILES: CC1(C)CCCC(C)(C)N1O.CC1(C)CCCC(C)(C)N1O.CC1(C)CCCC(C)(C)N1O.CC1(C)CCCC(C)(C)N1O.CC1(C)CCCC(C)(C)N1O.CC1(C)CCCC(C)(C)N1O.NC(N)=O.NC(N)=O

Cartesian coordinates (Å):
C: -17.126 -14.986 -15.445
C: -16.414 -14.227 -14.321
C: -17.526 -13.570 -13.549
C: -15.733 -15.233 -13.457
C: -14.738 -14.705 -12.464
C: -13.726 -13.824 -13.138
C: -14.359 -12.650 -13.902
C: -14.946 -11.546 -12.880
C: -13.228 -11.987 -14.762
N: -15.377 -13.283 -14.879
O: -16.117 -12.149 -15.380
H: -16.371 -15.080 -16.200
H: -17.419 -15.975 -15.103
H: -18.045 -14.415 -15.747
H: -18.318 -14.253 -13.702
H: -17.298 -13.433 -12.489
H: -17.832 -12.640 -14.037
H: -16.513 -15.844 -12.947
H: -15.298 -16.004 -14.096
H: -15.288 -14.246 -11.666
H: -14.221 -15.582 -12.100
H: -13.288 -14.501 -13.898
H: -12.840 -13.504 -12.510
H: -14.224 -11.296 -12.149
H: -15.851 -11.968 -12.486
H: -15.327 -10.713 -13.414
H: -12.549 -11.403 -14.124
H: -13.708 -11.266 -15.404
H: -12.676 -12.741 -15.383
H: -16.334 -12.388 -16.263
C: -15.464 -20.887 -22.463
C: -14.991 -20.018 -21.253
C: -15.997 -18.825 -21.103
C: -15.022 -20.929 -19.998
C: -14.150 -20.364 -18.886
C: -12.756 -19.798 -19.284
C: -12.683 -18.942 -20.550
C: -13.114 -17.464 -20.294
C: -11.213 -18.957 -21.029
N: -13.507 -19.595 -21.556
O: -13.549 -18.805 -22.705
H: -15.069 -20.486 -23.403
H: -15.153 -21.884 -22.221
H: -16.565 -20.852 -22.532
H: -15.829 -18.023 -21.868
H: -16.980 -19.275 -21.174
H: -15.830 -18.437 -20.090
H: -16.056 -20.973 -19.766
H: -14.628 -21.943 -20.228
H: -14.713 -19.533 -18.385
H: -13.973 -21.132 -18.106
H: -12.150 -20.690 -19.366
H: -12.477 -19.253 -18.434
H: -12.345 -16.932 -19.849
H: -14.104 -17.287 -19.785
H: -13.195 -17.074 -21.340
H: -10.888 -18.091 -21.713
H: -11.143 -19.916 -21.484
H: -10.590 -18.871 -20.162
H: -13.244 -19.311 -23.460
C: -13.573 -10.634 -20.080
C: -12.081 -10.350 -20.441
C: -11.699 -11.174 -21.649
C: -12.062 -8.854 -20.887
C: -12.046 -7.858 -19.771
C: -10.931 -8.200 -18.808
C: -11.112 -9.576 -18.213
C: -9.919 -9.914 -17.369
C: -12.382 -9.503 -17.340
N: -11.131 -10.510 -19.341
O: -11.404 -11.845 -18.888
H: -13.995 -9.792 -19.563
H: -14.034 -10.764 -21.069
H: -13.729 -11.437 -19.444
H: -12.364 -11.115 -22.479
H: -10.764 -10.761 -22.182
H: -11.610 -12.239 -21.417
H: -11.179 -8.714 -21.503
H: -12.884 -8.650 -21.553
H: -11.888 -6.863 -20.164
H: -13.045 -7.910 -19.367
H: -10.835 -7.493 -17.950
H: -9.988 -8.128 -19.395
H: -9.753 -9.043 -16.843
H: -9.052 -10.311 -17.936
H: -10.228 -10.624 -16.682
H: -13.107 -10.124 -17.792
H: -12.886 -8.534 -17.273
H: -12.207 -9.860 -16.267
H: -10.583 -12.320 -18.832
C: -15.587 -12.731 -24.241
C: -14.675 -13.830 -24.900
C: -15.507 -15.145 -24.807
C: -14.333 -13.424 -26.302
C: -13.395 -14.433 -27.000
C: -12.128 -14.506 -26.217
C: -12.328 -14.857 -24.752
C: -12.703 -16.340 -24.598
C: -10.993 -14.571 -24.083
N: -13.362 -13.946 -24.110
O: -13.610 -14.445 -22.774
H: -15.722 -12.856 -23.188
H: -15.357 -11.593 -24.314
H: -16.572 -12.848 -24.642
H: -15.157 -15.909 -25.481
H: -15.388 -15.559 -23.851
H: -16.520 -14.987 -25.087
H: -15.164 -13.166 -26.957
H: -13.780 -12.481 -26.120
H: -13.902 -15.364 -27.159
H: -13.231 -14.061 -27.964
H: -11.669 -13.474 -26.298
H: -11.451 -15.265 -26.676
H: -11.791 -16.938 -24.841
H: -13.524 -16.725 -25.234
H: -13.035 -16.573 -23.563
H: -10.331 -15.408 -24.180
H: -11.116 -14.469 -23.019
H: -10.474 -13.703 -24.464
H: -13.618 -13.646 -22.265
C: -7.104 -14.517 -19.427
C: -8.408 -13.667 -19.580
C: -7.850 -12.424 -20.358
C: -9.339 -14.272 -20.481
C: -10.046 -15.511 -19.860
C: -10.653 -15.132 -18.509
C: -9.681 -14.448 -17.520
C: -10.369 -13.705 -16.384
C: -8.609 -15.384 -16.872
N: -9.079 -13.286 -18.341
O: -8.114 -12.654 -17.498
H: -6.440 -14.164 -18.649
H: -7.463 -15.577 -19.260
H: -6.605 -14.512 -20.416
H: -7.627 -12.724 -21.401
H: -8.571 -11.604 -20.355
H: -6.986 -11.958 -19.853
H: -10.178 -13.590 -20.622
H: -9.006 -14.579 -21.493
H: -10.921 -15.790 -20.411
H: -9.490 -16.426 -19.682
H: -11.101 -15.985 -18.011
H: -11.485 -14.465 -18.673
H: -9.591 -13.290 -15.732
H: -10.945 -14.376 -15.766
H: -11.084 -12.918 -16.692
H: -7.805 -14.735 -16.518
H: -8.155 -16.107 -17.546
H: -9.000 -15.945 -15.978
H: -8.560 -11.884 -17.133
C: -17.842 -9.854 -20.009
C: -18.123 -11.161 -20.749
C: -17.672 -10.890 -22.258
C: -17.268 -12.297 -20.147
C: -17.851 -12.741 -18.746
C: -19.306 -13.068 -18.911
C: -20.174 -12.002 -19.539
C: -21.544 -12.637 -19.811
C: -20.375 -10.881 -18.515
N: -19.528 -11.585 -20.799
O: -20.282 -10.548 -21.358
H: -17.992 -9.801 -18.978
H: -16.871 -9.491 -20.281
H: -18.527 -9.113 -20.426
H: -18.280 -10.123 -22.694
H: -16.664 -10.470 -22.280
H: -17.734 -11.777 -22.891
H: -17.365 -13.172 -20.823
H: -16.278 -11.847 -20.156
H: -17.256 -13.569 -18.386
H: -17.597 -11.959 -18.007
H: -19.684 -13.177 -17.915
H: -19.380 -13.976 -19.497
H: -22.188 -12.105 -20.486
H: -21.948 -12.843 -18.835
H: -21.290 -13.632 -20.226
H: -19.491 -10.349 -18.268
H: -20.824 -11.218 -17.571
H: -21.068 -10.072 -18.767
H: -20.583 -10.923 -22.206
N: -18.090 -16.146 -19.318
C: -17.993 -15.840 -20.697
N: -16.759 -15.394 -21.178
O: -18.935 -16.080 -21.437
H: -18.926 -16.684 -19.062
H: -17.291 -16.092 -18.688
H: -16.813 -14.579 -21.774
H: -16.021 -15.223 -20.484
N: -13.809 -13.202 -17.916
C: -14.128 -14.183 -18.811
N: -13.424 -14.146 -19.935
O: -14.974 -15.030 -18.579
H: -13.148 -12.469 -18.032
H: -14.309 -13.308 -17.054
H: -12.557 -13.588 -19.874
H: -13.466 -14.885 -20.649

Mulliken atomic charge list, values in e, 2 entries: -1.76 2.28

---

(7)
A single H2NP molecule at a distorted geometry. Source: the Open Molecules 2025 dataset; level of theory: ωB97M-V with the def2-TZVPD basis set.

Output
energy relative to the best compared isomer or geometry (same formula, charge and spin): 30.24 kcal/mol
E_LUMO: -1.175 eV
spin multiplicity: 1
E_tot: -397.2105 hartree
HOMO level: -10.01 eV
frontier orbital gap: 8.84 eV
SMILES: [H]/N=P/[H]

Cartesian coordinates (Å):
H: 0.675 -1.338 -0.097
N: 0.703 -0.406 -0.102
P: -0.977 0.248 0.215
H: -0.401 1.495 -0.017

Mulliken atomic charge list, values in e, 2 entries: 0.19 -0.43

---

(8)
A molecular structure, C12H28As2F12O6Zn at a distorted geometry. Source: the Open Molecules 2025 dataset; level of theory: ωB97M-V with the def2-TZVPD basis set.

Output
E_LUMO: -0.050 eV
spin multiplicity: 1
E_tot: -8374.8785 hartree
HOMO level: -10.61 eV
frontier orbital gap: 10.56 eV

Cartesian coordinates (Å):
Zn: -0.140 -0.491 -0.397
As: 3.276 -0.346 1.803
F: 3.499 1.326 1.137
F: 1.684 -0.324 0.925
F: 2.996 -2.024 2.379
F: 4.806 -0.314 2.786
F: 2.320 0.212 3.269
F: 4.128 -1.172 0.398
As: -2.862 -2.447 -2.070
F: -2.144 -3.851 -1.226
F: -3.763 -1.954 -0.589
F: -3.563 -1.052 -2.923
F: -1.902 -2.876 -3.460
F: -4.312 -3.380 -2.701
F: -1.537 -1.480 -1.432
C: 1.590 2.089 -1.365
O: 1.317 0.679 -1.504
C: 2.203 0.084 -2.352
C: 1.933 -1.445 -2.265
O: 1.085 -1.762 -1.164
C: 1.042 -3.127 -0.707
C: 0.324 -3.220 0.709
O: -0.558 -2.085 0.866
C: -1.517 -2.363 1.896
H: 1.556 2.481 -2.381
H: 2.602 2.253 -0.995
H: 0.907 2.546 -0.649
H: 3.196 0.278 -1.946
H: 2.091 0.415 -3.384
H: 2.847 -2.028 -2.157
H: 1.413 -1.854 -3.131
H: 2.059 -3.489 -0.556
H: 0.514 -3.727 -1.447
H: 0.924 -3.239 1.619
H: -0.275 -4.121 0.577
H: -1.085 -2.902 2.739
H: -2.257 -3.029 1.452
H: -2.038 -1.450 2.186
C: 0.277 4.535 2.205
O: -0.463 3.319 2.049
C: 0.031 2.204 2.840
C: -0.757 0.924 2.567
O: -0.991 0.602 1.119
C: -2.203 1.376 0.639
C: -1.871 1.988 -0.727
O: -1.266 0.962 -1.514
C: -1.459 1.200 -2.862
H: 1.007 4.631 1.401
H: 0.734 4.633 3.190
H: -0.366 5.398 2.031
H: -0.110 2.371 3.908
H: 1.102 2.210 2.636
H: -1.714 0.994 3.084
H: -0.267 0.079 3.051
H: -2.519 2.108 1.383
H: -3.099 0.763 0.532
H: -1.156 2.811 -0.697
H: -2.814 2.344 -1.143
H: -1.108 0.337 -3.428
H: -0.828 2.043 -3.143
H: -2.519 1.357 -3.063

Mulliken atomic charge list, values in e, 2 entries: -0.70 1.75